Entry 1:
13
Properties=species:S:1:pos:R:3:forces:R:3 method="wB97M-V/def2-TZVPD" total_energy_ha=-478.6232 total_charge=+1
H 1.111 -2.077 -1.173 2.6 -0.3 0.8
O -1.829 0.911 1.346 -2.9 1.7 -1.7
C -1.763 0.756 -0.071 0.0 0.1 -1.5
C -0.391 0.345 -0.377 0.6 -0.7 -0.2
C 0.726 -0.096 -0.548 1.1 1.0 1.0
C 2.189 -0.608 -0.568 -2.3 1.3 -0.8
O 2.056 -1.978 -0.797 -1.9 -0.8 -0.7
Tl -0.395 0.086 2.579 3.2 -1.8 2.7
H -2.621 1.383 1.623 -0.4 0.2 -0.1
H -1.994 1.705 -0.575 0.0 -0.2 0.2
H -2.478 -0.007 -0.411 0.2 0.2 0.2
H 2.695 -0.335 0.371 -0.2 -0.4 -0.2
H 2.693 -0.086 -1.399 0.0 -0.2 0.3

Entry 2:
14
Properties=species:S:1:pos:R:3:forces:R:3 method="wB97M-V/def2-TZVPD" spin_multiplicity=6 total_energy_ha=-989.3612 total_charge=+2
O -0.819 0.242 -1.401 -0.8 0.5 0.7
O -0.036 0.436 0.686 -2.2 -1.0 3.9
O 1.357 0.273 -0.952 -0.9 1.8 1.3
C -1.074 -0.396 1.216 3.0 3.3 1.3
C -1.081 -0.243 2.693 0.6 -0.8 -0.5
C 0.109 0.460 -0.613 1.5 -3.4 -3.5
H -1.528 -1.129 3.160 -0.1 0.2 -0.1
H -0.057 -0.115 3.092 -0.3 0.2 -0.2
H -1.663 0.641 3.013 0.0 0.0 -0.3
Pm -2.326 -1.522 -0.499 -1.0 -0.6 -1.9
C 1.705 0.338 -2.341 0.4 -0.3 -1.3
H 1.365 1.254 -2.835 0.0 -0.1 0.5
H 1.252 -0.515 -2.857 0.2 0.1 0.1
H 2.796 0.277 -2.362 -0.3 0.0 0.0

Entry 3:
14
Properties=species:S:1:pos:R:3:forces:R:3 method="wB97M-V/def2-TZVPD" total_energy_ha=-779.8232
C 1.082 -0.163 1.193 1.1 1.1 4.4
C 0.432 -1.087 0.583 -1.1 -2.7 -2.9
C -0.515 -0.556 -0.438 -0.7 -1.3 -1.7
C -0.536 0.938 -0.347 2.6 0.5 0.6
O 0.779 1.113 1.012 -2.1 0.9 -2.6
O 0.649 -2.462 0.620 -1.3 -0.4 -1.3
O -1.648 1.494 0.060 -1.2 0.9 0.8
S 0.202 1.835 -1.728 -0.7 0.2 0.1
H 1.525 -0.339 2.207 0.5 -0.1 -1.2
H -0.321 -0.932 -1.505 0.4 0.9 1.3
H -1.517 -0.975 -0.330 -0.3 0.2 0.7
H 0.110 -2.881 -0.132 1.3 1.0 1.8
H -1.606 2.481 0.037 0.2 -1.1 0.0
H 1.364 1.537 -1.232 1.4 -0.1 0.1

Entry 4:
15
Properties=species:S:1:pos:R:3:forces:R:3 method="wB97M-V/def2-TZVPD" total_energy_ha=-1177.8471
C 0.261 1.235 -2.983 0.7 0.2 0.0
C 0.673 1.076 -1.852 -0.5 0.4 -0.4
C 0.634 2.747 0.290 2.4 -1.2 -1.4
C -0.553 -1.890 1.587 2.0 1.9 -1.4
O 2.752 1.507 -0.398 1.1 -0.6 0.2
O 0.993 -0.039 0.580 1.5 1.0 0.1
O -1.334 0.170 -0.074 0.1 -0.6 0.2
S 1.344 1.425 -0.270 -1.1 1.5 -0.4
S -0.256 -0.835 -0.005 -2.9 -1.6 -0.1
H 0.034 1.450 -4.044 0.1 -0.5 1.4
H 1.198 3.377 0.894 1.8 0.7 0.6
H -0.303 2.787 0.610 -4.3 -0.5 0.5
H -0.275 -2.905 1.450 0.3 -0.8 -0.4
H 0.213 -1.340 2.110 0.1 -0.4 1.1
H -1.495 -1.775 2.040 -1.3 0.4 0.1